Record 1
Formula: C6H16
Source: the OMol25 dataset
Level of theory: ωB97M-V with the def2-TZVPD basis set

XYZ file:
```
22
Properties=species:S:1:pos:R:3:lowdin_spin:R:1
C -0.72647 0.37240 1.04045 0.2490
C -1.84734 0.80148 1.95602 0.2114
C -0.35301 1.51324 0.10050 0.0756
C 0.39236 -0.13075 1.97247 0.1852
H -1.20598 -0.49959 0.45716 0.0573
H -1.62554 1.37253 2.79398 0.0358
H -0.81566 1.30223 -0.81841 0.0026
H -0.82819 2.42201 0.48711 0.0009
H 0.78412 1.59651 -0.10149 0.0371
H 1.31148 0.29024 1.54548 0.0661
H 0.31461 0.20317 3.05161 0.0012
H -2.30849 -0.05755 2.42468 0.0354
H -2.54645 1.36450 1.41335 0.0338
H 0.53872 -1.19845 1.93804 0.0024
C 1.04725 -1.32341 -1.68628 0.0024
C 1.35255 -1.09810 -3.15612 0.0013
H 0.35796 -2.15596 -1.42888 0.0000
H 1.93936 -1.55052 -1.11370 0.0002
H 0.71144 -0.54756 -1.12726 0.0016
H 0.45032 -0.99454 -3.79831 0.0002
H 1.95743 -0.22528 -3.51703 0.0000
H 1.77279 -2.13089 -3.56862 0.0008
```

Output
multiplicity = 2
F_max = 3.54 eV Å⁻¹
energy relative to the best compared isomer or geometry (same formula, charge and spin) = 153.47 kJ/mol
total charge = +1
total energy = -6469.2757 eV

---

Record 2
Formula: C6H16
Source: the OMol25 dataset
Level of theory: ωB97M-V with the def2-TZVPD basis set

XYZ file:
```
22
Properties=species:S:1:pos:R:3:lowdin_spin:R:1
C -1.48020 -1.06699 -1.60244 0.1879
C -0.79041 -2.02231 -0.50584 0.1037
C -0.41390 -0.36511 -2.56209 0.0650
H -2.34258 -1.61824 -2.17518 0.0774
H -2.12773 -0.41156 -1.09056 0.0691
H -1.01997 -1.80054 0.65600 0.0627
H -0.49376 -0.95278 -3.44449 0.0368
H -0.73871 0.61448 -2.75106 0.0032
H 0.31724 -1.96382 -0.51918 0.0009
H -1.05666 -3.04962 -0.76957 0.0245
H 0.61646 -0.57633 -2.29419 0.0074
C 1.09091 0.58246 1.35015 0.1149
C 0.30009 1.58682 0.42065 0.0466
C 1.34368 1.27457 2.69037 0.0738
H 0.45415 -0.38561 1.60780 0.0472
H 2.08098 0.30470 1.01707 0.0143
H -0.49976 1.00042 0.00052 0.0217
H 1.67261 2.41503 2.45903 0.0152
H 0.45887 1.22296 3.29699 0.0107
H 0.71508 2.21645 -0.19513 0.0050
H -0.11837 2.26478 1.09940 0.0013
H 2.03196 0.73025 3.31175 0.0106
```

Output
multiplicity = 2
F_max = 6.53 eV Å⁻¹
energy relative to the best compared isomer or geometry (same formula, charge and spin) = 248.81 kJ/mol
total charge = +1
total energy = -6468.2876 eV